Record 1
Formula: C38H113N5O23
Source: the OMol25 dataset
Level of theory: ωB97M-V/def2-TZVPD

The geometry in ORCA input format:
```
! wB97M-V def2-TZVPD RIJCOSX def2/J DEFGRID3
* xyz 0 1
C 2.58 -18.78 28.38
O 2.59 -18.39 27.01
H 2.22 -17.89 28.88
H 1.96 -19.64 28.63
H 3.61 -18.97 28.69
H 2.61 -17.45 27.07
C -6.04 -11.33 24.40
O -4.99 -11.75 23.53
H -5.62 -10.95 25.30
H -6.62 -10.45 23.95
H -6.69 -12.16 24.57
H -4.17 -11.79 23.97
C 2.63 -11.50 22.10
O 1.21 -11.38 22.08
H 2.94 -11.35 21.11
H 3.15 -10.90 22.82
H 2.99 -12.51 22.37
H 0.89 -12.09 22.65
C -2.08 -11.66 26.09
O -2.52 -11.38 24.73
H -1.19 -11.08 26.33
H -2.87 -11.50 26.82
H -1.79 -12.77 26.08
H -2.20 -10.52 24.49
C -3.60 -7.94 23.47
C -2.35 -8.41 22.70
C -2.08 -7.28 21.66
O -0.92 -7.77 20.95
C -0.45 -6.81 20.02
N -1.26 -8.87 23.59
H -3.86 -8.68 24.24
H -4.44 -7.98 22.74
H -3.55 -6.90 23.84
H -2.56 -9.29 22.09
H -1.90 -6.28 22.16
H -2.98 -7.24 20.98
H -1.26 -6.39 19.48
H 0.27 -7.24 19.37
H 0.03 -5.99 20.59
H -0.95 -8.03 24.08
H -0.48 -9.12 23.03
C 1.49 -15.53 22.59
C 0.07 -15.02 22.80
C -0.74 -16.03 23.60
O -0.18 -16.17 24.87
C 0.04 -17.46 25.25
N 0.10 -13.72 23.45
H 1.99 -15.58 23.56
H 2.03 -14.86 21.96
H 1.54 -16.57 22.21
H -0.32 -14.83 21.79
H -0.69 -16.98 23.05
H -1.73 -15.56 23.73
H 1.05 -17.77 24.96
H -0.64 -18.12 24.74
H -0.05 -17.60 26.31
H -0.82 -13.27 23.49
H 0.34 -13.92 24.44
C 0.80 -6.95 26.57
C -0.66 -6.65 26.81
C -0.83 -5.52 27.88
O -0.20 -5.79 29.09
C -1.03 -6.38 30.03
N -1.34 -6.31 25.55
H 0.84 -7.58 25.67
H 1.38 -7.34 27.42
H 1.39 -6.10 26.24
H -1.11 -7.58 27.22
H -1.90 -5.36 28.04
H -0.41 -4.61 27.41
H -0.72 -6.16 31.07
H -1.00 -7.51 30.01
H -2.13 -6.09 29.96
H -1.06 -5.35 25.25
H -2.35 -6.22 25.73
C -1.87 -11.72 20.81
C -1.18 -11.86 19.50
C -0.57 -10.43 19.00
O -0.91 -10.11 17.66
C -0.29 -10.98 16.70
N -0.05 -12.87 19.54
H -1.29 -11.28 21.64
H -2.18 -12.67 21.23
H -2.73 -11.13 20.58
H -1.92 -12.22 18.70
H 0.50 -10.40 19.19
H -1.09 -9.67 19.59
H -0.46 -12.08 16.91
H 0.89 -10.90 16.81
H -0.65 -10.58 15.71
H 0.56 -12.87 18.73
H 0.61 -12.49 20.19
C 4.68 -15.27 25.87
C 3.51 -14.61 26.58
C 3.16 -13.26 25.88
O 1.99 -12.69 26.36
C 1.49 -11.67 25.54
N 2.43 -15.55 26.74
H 4.48 -15.63 24.83
H 4.89 -16.27 26.30
H 5.59 -14.62 25.98
H 3.85 -14.31 27.56
H 3.10 -13.39 24.85
H 3.96 -12.53 26.05
H 0.66 -11.22 26.11
H 1.06 -12.10 24.60
H 2.30 -10.96 25.29
H 2.14 -15.91 25.84
H 1.66 -15.06 27.21
C -3.30 -7.89 32.13
C -4.04 -9.21 32.23
O -4.40 -9.81 30.97
O -4.14 -6.98 31.46
H -2.38 -8.06 31.55
H -3.15 -7.59 33.21
H -4.99 -8.97 32.76
H -3.52 -9.94 32.85
H -3.55 -10.16 30.61
H -4.26 -7.29 30.53
C -4.66 -14.02 20.63
C -4.46 -15.46 20.26
O -5.41 -16.35 20.77
O -4.46 -13.99 22.04
H -5.64 -13.76 20.27
H -3.96 -13.39 20.04
H -3.46 -15.62 20.66
H -4.42 -15.60 19.16
H -5.25 -16.56 21.71
H -4.97 -13.23 22.42
C 0.33 -10.84 28.82
C -0.57 -10.42 30.02
O -1.95 -10.73 29.73
O 0.10 -12.21 28.57
H 1.36 -10.70 29.16
H 0.18 -10.16 27.94
H -0.46 -9.37 30.15
H -0.25 -11.00 30.93
H -1.90 -11.36 28.98
H 0.94 -12.49 28.17
C -4.96 -14.79 25.36
C -5.66 -15.74 24.51
O -4.75 -16.35 23.62
O -4.03 -15.45 26.23
H -5.62 -14.19 25.98
H -4.35 -14.21 24.68
H -6.43 -15.19 23.97
H -6.21 -16.49 25.01
H -4.26 -15.62 23.21
H -3.47 -16.11 25.75
C -3.01 -13.93 30.70
C -3.98 -13.75 29.47
O -3.21 -13.17 28.38
O -1.75 -14.42 30.16
H -3.42 -14.66 31.39
H -2.89 -13.03 31.29
H -4.83 -13.05 29.74
H -4.34 -14.69 29.06
H -3.20 -13.83 27.65
H -1.43 -13.83 29.51
C -3.81 -8.66 27.84
C -4.98 -9.57 27.93
O -6.25 -9.00 27.67
O -4.06 -7.36 28.53
H -3.54 -8.51 26.79
H -2.92 -9.06 28.23
H -5.01 -9.98 28.93
H -4.88 -10.46 27.29
H -6.75 -8.85 28.49
H -5.00 -7.19 28.35
C 2.97 -7.78 21.21
C 2.05 -7.84 22.42
O 2.33 -6.89 23.49
O 2.54 -6.58 20.44
H 2.69 -8.68 20.68
H 4.00 -7.71 21.45
H 2.10 -8.83 22.91
H 1.02 -7.64 22.08
H 2.86 -7.37 24.13
H 3.19 -5.88 20.57
*
```

---

Record 2
Formula: C38H114N20O10P6
Source: the OMol25 dataset
Level of theory: ωB97M-V/def2-TZVPD

The geometry in ORCA input format:
```
! wB97M-V def2-TZVPD RIJCOSX def2/J DEFGRID3
* xyz 0 1
C -2.51 0.63 -4.08
N -3.64 1.54 -3.93
C -3.42 2.57 -2.93
P -5.08 1.24 -4.69
O -4.87 0.46 -5.92
N -6.16 0.51 -3.68
C -6.53 1.06 -2.41
C -6.73 -0.80 -4.03
N -5.70 2.77 -4.84
C -7.13 3.05 -4.84
C -4.90 3.75 -5.58
H -2.77 -0.18 -4.77
H -2.16 0.20 -3.15
H -1.72 1.14 -4.64
H -2.88 2.13 -2.08
H -4.36 2.97 -2.57
H -2.79 3.37 -3.34
H -6.30 2.12 -2.34
H -7.61 0.97 -2.26
H -6.11 0.49 -1.57
H -5.96 -1.50 -4.37
H -7.18 -1.20 -3.12
H -7.49 -0.74 -4.80
H -7.34 3.93 -4.22
H -7.44 3.26 -5.87
H -7.73 2.24 -4.46
H -3.90 3.81 -5.17
H -5.39 4.72 -5.54
H -4.82 3.47 -6.64
C 3.09 1.28 -3.78
N 1.89 1.67 -4.54
C 0.95 0.63 -4.94
P 1.39 3.19 -4.19
O 0.97 3.45 -2.82
N 2.68 4.18 -4.57
C 2.90 5.39 -3.80
C 3.32 4.15 -5.86
N 0.17 3.51 -5.29
C -0.72 4.60 -4.95
C 0.16 3.15 -6.69
H 3.90 1.96 -4.03
H 3.38 0.26 -4.01
H 2.90 1.40 -2.71
H 1.48 -0.23 -5.35
H 0.31 1.01 -5.72
H 0.41 0.28 -4.06
H 2.70 5.18 -2.75
H 3.92 5.76 -3.94
H 2.22 6.21 -4.10
H 3.12 5.07 -6.43
H 4.42 4.15 -5.76
H 2.98 3.30 -6.44
H -0.55 5.45 -5.62
H -1.77 4.32 -5.11
H -0.60 4.88 -3.91
H 0.22 4.02 -7.35
H -0.77 2.60 -6.92
H 0.96 2.45 -6.91
C -1.45 3.73 4.42
N -0.78 2.51 4.87
C -0.13 1.67 3.88
P -1.03 1.96 6.40
O -0.52 0.60 6.62
N -0.27 3.06 7.39
C 1.18 3.18 7.22
C -0.64 3.05 8.80
N -2.63 2.13 6.78
C -3.26 3.40 7.09
C -3.56 1.07 6.50
H -1.21 4.58 5.06
H -2.53 3.60 4.35
H -1.09 3.98 3.42
H 0.33 2.25 3.07
H -0.81 0.95 3.41
H 0.64 1.09 4.38
H 1.45 2.77 6.25
H 1.47 4.24 7.27
H 1.72 2.62 7.98
H -1.67 3.36 8.93
H -0.58 2.05 9.25
H 0.01 3.76 9.33
H -3.66 3.41 8.11
H -2.54 4.22 7.05
H -4.06 3.61 6.38
H -4.16 1.27 5.60
H -4.28 0.96 7.33
H -3.04 0.12 6.39
C 1.54 -1.59 2.99
N 1.91 -2.83 3.68
C 3.35 -3.09 3.78
P 0.94 -4.17 3.65
O 1.20 -5.18 2.62
N 1.11 -4.80 5.18
C 1.49 -4.04 6.36
C 1.16 -6.25 5.33
N -0.58 -3.52 3.56
C -1.50 -4.03 2.56
C -1.08 -2.52 4.47
H 1.11 -0.90 3.71
H 0.85 -1.73 2.17
H 2.45 -1.14 2.60
H 3.79 -3.41 2.82
H 3.50 -3.96 4.41
H 3.83 -2.20 4.17
H 2.29 -4.55 6.90
H 1.78 -3.03 6.07
H 0.66 -3.93 7.08
H 0.31 -6.74 4.85
H 2.10 -6.63 4.94
H 1.12 -6.49 6.39
H -2.39 -3.40 2.51
H -1.06 -3.98 1.56
H -1.77 -5.08 2.70
H -1.23 -1.55 3.99
H -0.35 -2.37 5.26
H -2.00 -2.84 4.98
C 2.76 -3.05 -4.60
N 1.68 -3.90 -4.14
C 1.00 -4.62 -5.22
P 0.99 -3.60 -2.67
O 0.85 -2.15 -2.39
N -0.48 -4.33 -2.70
C -1.70 -3.56 -2.93
C -0.69 -5.76 -2.51
N 1.86 -4.48 -1.58
C 3.31 -4.61 -1.75
C 1.42 -4.31 -0.18
H 3.61 -3.65 -4.93
H 3.10 -2.41 -3.79
H 2.40 -2.40 -5.41
H 0.21 -4.02 -5.65
H 0.64 -5.60 -4.90
H 1.77 -4.88 -5.95
H -2.28 -4.03 -3.73
H -2.32 -3.64 -2.02
H -1.57 -2.50 -3.08
H -0.15 -6.15 -1.64
H -1.74 -5.93 -2.29
H -0.40 -6.35 -3.38
H 3.62 -5.50 -2.31
H 3.74 -3.75 -2.26
H 3.83 -4.63 -0.79
H 2.12 -4.76 0.50
H 0.41 -4.68 0.01
H 1.44 -3.24 0.09
C 2.73 2.53 0.97
N 4.10 2.52 0.46
C 4.38 3.33 -0.72
P 5.14 1.22 0.74
O 6.35 1.30 -0.08
N 5.44 1.21 2.37
C 4.46 0.84 3.37
C 6.37 2.19 2.86
N 4.20 -0.12 0.56
C 4.68 -1.41 1.06
C 3.28 -0.26 -0.54
H 2.04 2.90 0.21
H 2.66 3.19 1.84
H 2.46 1.54 1.35
H 3.54 3.99 -0.92
H 4.48 2.68 -1.59
H 5.30 3.90 -0.64
H 3.92 -0.08 3.17
H 4.97 0.75 4.33
H 3.75 1.67 3.53
H 7.12 2.47 2.12
H 5.86 3.09 3.20
H 7.03 1.79 3.65
H 5.14 -1.98 0.24
H 5.43 -1.25 1.84
H 3.87 -1.96 1.55
H 3.80 -0.44 -1.50
H 2.75 0.69 -0.60
H 2.54 -1.05 -0.42
C -0.02 -0.02 -0.27
N -1.09 -0.93 0.29
O -1.27 -0.81 1.48
O -1.62 -1.76 -0.41
H 0.76 -0.29 0.45
H -0.39 0.98 -0.09
H 0.32 -0.26 -1.27
C -4.68 -2.95 0.44
N -5.96 -2.73 1.14
O -6.98 -3.13 0.61
O -5.90 -2.26 2.26
H -4.86 -2.89 -0.63
H -4.42 -3.99 0.64
H -3.93 -2.22 0.73
*
```

Output
SMILES = CN(C)P(=O)(N(C)C)N(C)C.CN(C)P(=O)(N(C)C)N(C)C.CN(C)P(=O)(N(C)C)N(C)C.CN(C)P(=O)(N(C)C)N(C)C.CN(C)P(=O)(N(C)C)N(C)C.CN(C)P(=O)(N(C)C)N(C)C.C[N+](=O)[O-].C[N+](=O)[O-]

---

Record 3
Formula: C38H26LiN7O6
Source: the OMol25 dataset
Level of theory: ωB97M-V/def2-TZVPD

The geometry in ORCA input format:
```
! wB97M-V def2-TZVPD RIJCOSX def2/J DEFGRID3
* xyz -2 1
Li -0.75 0.97 0.30
O 2.95 1.66 2.15
C 1.92 1.57 1.43
N 1.10 0.56 1.18
C 1.30 -0.71 1.73
C 2.48 -1.14 2.36
C 2.60 -2.41 2.90
C 1.53 -3.29 2.84
C 0.36 -2.90 2.20
C 0.22 -1.64 1.60
N -0.93 -1.20 0.94
C -1.74 -2.08 0.38
O -1.68 -3.33 0.29
C -2.92 -1.43 -0.33
C -3.39 -2.02 -1.50
C -4.37 -1.37 -2.23
C -4.88 -0.17 -1.76
C -4.38 0.32 -0.56
N -3.42 -0.29 0.14
C 1.50 2.85 0.73
C 2.30 3.99 0.79
C 1.88 5.13 0.12
C 0.69 5.10 -0.59
C -0.05 3.92 -0.59
N 0.35 2.84 0.07
H 3.29 -0.43 2.45
H 3.53 -2.71 3.38
H 1.60 -4.29 3.27
H -0.47 -3.59 2.12
H -2.94 -2.94 -1.83
H -4.71 -1.78 -3.18
H -5.62 0.39 -2.31
H -4.74 1.26 -0.15
H 3.22 3.94 1.35
H 2.48 6.03 0.15
H 0.33 5.96 -1.13
H -0.98 3.81 -1.14
O -2.06 1.57 -3.64
C -1.51 0.96 -2.71
O -1.43 1.30 -1.50
C -0.88 -0.40 -3.02
C -1.35 -1.16 -4.08
C -0.99 -2.51 -4.24
C -0.13 -3.03 -3.31
O 0.36 -4.32 -3.19
C 0.86 -4.33 -1.84
O 1.28 -3.01 -1.56
C 0.41 -2.25 -2.30
C 0.06 -0.94 -2.12
H -2.06 -0.70 -4.75
H -1.39 -3.11 -5.04
H 1.71 -5.01 -1.79
H 0.04 -4.59 -1.15
H 0.45 -0.36 -1.30
N 0.88 -1.13 5.35
C 1.67 -1.48 6.41
C 2.31 -2.67 6.75
C 3.02 -2.68 7.93
C 3.08 -1.54 8.76
C 2.44 -0.37 8.42
C 1.73 -0.33 7.22
N 1.00 0.70 6.64
C 0.54 0.19 5.53
C -0.29 0.87 4.53
C -0.04 2.20 4.17
C -0.78 2.74 3.14
N -1.72 2.08 2.47
C -2.00 0.84 2.86
C -1.30 0.19 3.87
H 0.81 -1.61 4.46
H 2.27 -3.53 6.10
H 3.55 -3.58 8.23
H 3.65 -1.59 9.68
H 2.49 0.51 9.05
H 0.76 2.75 4.64
H -0.56 3.75 2.79
H -2.75 0.32 2.28
H -1.54 -0.84 4.10
*
```

---

Asked for relative energy (zero: lowest compared OMol25 entry of this formula, charge and spin) across the records above, the calculation gives 0.0000 0.0000 0.0000 eV in order.
Asked for HOMO level across the records above, the calculation gives -8.8 -8.2 -1.7 eV in order.
Asked for calculated total energy across the records above, the calculation gives -3519.6043 -5412.0262 -2306.2109 hartree in order.